[1]
{
  "formula": "H4OS",
  "method": "wB97M-V/def2-TZVPD",
  "e_lumo_ev": 0.647,
  "smiles": "O.S",
  "homo_lumo_gap_ev": 10.419,
  "multiplicity": 1,
  "homo_ev": -9.772,
  "species": ["O", "H", "H", "S", "H", "H"],
  "positions_angstrom": [[0.7547, 0.8415, -1.4197], [0.9233, 1.4869, -0.6963], [-0.1968, 0.9599, -1.6409], [-1.0592, -1.2798, 1.4358], [0.0221, -1.9237, 0.9584], [-0.4441, -0.0848, 1.3627]],
  "forces_ev_per_angstrom": [[-0.8, 0.8, 0.6], [-0.2, -0.6, -0.8], [1.0, -0.1, 0.3], [0.2, 0.1, -0.1], [-0.2, 0.1, 0.0], [-0.1, -0.2, 0.0]]
}

---

[2]
{
  "formula": "H4OS2",
  "method": "wB97M-V/def2-TZVPD",
  "charge": 1,
  "s_squared": 0.76,
  "e_lumo_ev": [-5.010, -8.998],
  "homo_lumo_gap_ev": [11.157, 7.458],
  "multiplicity": 2,
  "homo_ev": [-16.168, -16.455],
  "species": ["S", "S", "H", "H", "H", "H", "O"],
  "positions_angstrom": [[0.8761, -0.7328, 0.4039], [-0.7986, 0.1311, 1.0404], [0.9713, -0.3334, -0.8911], [-1.7514, -0.3397, 0.1734], [-0.0714, 1.7960, -1.7258], [-0.5418, 0.9046, -2.9193], [0.0114, 0.9320, -2.1113]],
  "forces_ev_per_angstrom": [[0.3, 0.2, 0.6], [-0.2, -0.6, 0.0], [-0.7, -0.1, -0.4], [0.6, 0.4, -0.2], [-0.1, 0.8, -0.1], [0.5, 0.2, 0.6], [-0.3, -1.0, -0.5]]
}

---

[3]
{
  "formula": "H4P2S",
  "method": "wB97M-V/def2-TZVPD",
  "e_lumo_ev": -0.869,
  "homo_lumo_gap_ev": 8.172,
  "multiplicity": 1,
  "homo_ev": -9.041,
  "species": ["P", "P", "S", "H", "H", "H", "H"],
  "positions_angstrom": [[1.1953, -1.5757, -0.2046], [1.7381, -0.5533, 1.5034], [-1.8025, 0.0599, 0.0447], [0.9282, -0.3941, -1.0401], [-1.3114, 1.6580, -0.1351], [1.6566, 0.7413, 0.9332], [-2.4043, 0.0639, -1.1016]],
  "forces_ev_per_angstrom": [[0.1, 1.4, 0.4], [-0.1, -0.6, -0.9], [1.6, 3.8, 0.8], [0.3, -0.9, 0.5], [-1.2, -3.9, 0.4], [-0.1, 0.1, 0.1], [-0.7, 0.1, -1.2]]
}

---

[4]
{
  "formula": "H4S2",
  "method": "wB97M-V/def2-TZVPD",
  "e_lumo_ev": 0.909,
  "smiles": "S.S",
  "homo_lumo_gap_ev": 10.516,
  "multiplicity": 1,
  "homo_ev": -9.607,
  "species": ["S", "H", "H", "S", "H", "H"],
  "positions_angstrom": [[-0.7488, -0.4516, 2.0028], [-1.7917, 0.3165, 1.7211], [-1.3479, -1.6436, 1.9873], [0.8740, 0.5619, -1.9049], [2.0331, 0.5357, -2.5606], [0.2057, 0.1107, -2.9731]],
  "forces_ev_per_angstrom": [[0.9, 0.0, 0.2], [-0.5, -0.2, -0.1], [-0.4, 0.1, -0.1], [-0.1, 0.0, 0.1], [0.2, 0.0, -0.1], [0.0, 0.0, 0.0]]
}

---

[5]
{
  "formula": "H4S2",
  "method": "wB97M-V/def2-TZVPD",
  "e_lumo_ev": 0.579,
  "smiles": "S.S",
  "homo_lumo_gap_ev": 10.426,
  "multiplicity": 1,
  "homo_ev": -9.847,
  "species": ["S", "H", "H", "S", "H", "H"],
  "positions_angstrom": [[-0.5333, 2.7301, 2.4025], [-0.1957, 1.8867, 1.4094], [-0.9818, 3.6556, 1.5341], [0.9397, -3.2573, -1.8107], [0.8970, -2.0889, -2.4775], [-0.1258, -2.9262, -1.0579]],
  "forces_ev_per_angstrom": [[0.0, 0.0, -0.3], [0.0, 0.1, 0.1], [0.1, -0.1, 0.1], [-0.2, 0.2, 0.0], [0.0, -0.2, 0.1], [0.2, -0.1, -0.1]]
}

---

[6]
{
  "formula": "H4S2",
  "method": "wB97M-V/def2-TZVPD",
  "e_lumo_ev": 0.749,
  "smiles": "S.S",
  "homo_lumo_gap_ev": 10.487,
  "multiplicity": 1,
  "homo_ev": -9.738,
  "species": ["S", "H", "H", "S", "H", "H"],
  "positions_angstrom": [[-0.9506, 2.0366, 2.8081], [-0.7832, 1.8926, 1.4803], [-0.4958, 0.7936, 3.0527], [0.5759, -0.9805, -2.3657], [1.7593, -1.6054, -2.5101], [-0.1056, -2.1369, -2.4653]],
  "forces_ev_per_angstrom": [[0.1, -0.2, -0.2], [0.0, 0.0, 0.2], [-0.1, 0.2, 0.0], [0.1, -0.3, 0.0], [-0.2, 0.1, 0.0], [0.1, 0.2, 0.0]]
}

---

Computed values of E_tot (unit: hartree) for the preceding records, in sequence: -475.8074, -873.6695, -1083.1833, -798.7463, -798.7474, -798.7478.